The molecule C4H4N2O2 at a distorted geometry, computed with ωB97M-V with the def2-TZVPD basis set.

Results
- E (a.u.) = -414.72300
- HOMO energy (eV) = -7.97
- max |F| (eV/Å) = 3.61
- lowest unoccupied orbital energy (eV) = 0.1
- energy relative to the best compared isomer or geometry (same formula, charge and spin) (kcal/mol) = 77.3
- SMILES = O=CC1=CNN=CO1

Last column: Mulliken charge in e.
Geometry (Å):
O (0.93708, -2.83307, 0.02197)  -0.511
C (1.28422, -1.67981, 0.22959)  -0.084
C (0.43578, -0.46023, 0.00108)  0.225
C (-0.84336, -0.49736, -0.42112)  -0.102
N (-1.53936, 0.64759, -0.41023)  0.047
N (-0.92654, 1.83970, -0.05013)  -0.595
C (0.32676, 1.81289, 0.14957)  -0.003
O (1.18018, 0.74651, 0.16491)  -0.359
H (2.29042, -1.52870, 0.81646)  0.267
H (-1.35545, -1.42824, -0.64637)  0.445
H (-2.61392, 0.70341, -0.38960)  0.263
H (0.82418, 2.67731, 0.53387)  0.407


The molecule C4H4N2O2 at a distorted geometry, computed with ωB97M-V with the def2-TZVPD basis set.

Results
- E (a.u.) = -414.72443
- HOMO energy (eV) = -10.43
- max |F| (eV/Å) = 2.34
- lowest unoccupied orbital energy (eV) = -1.7
- energy relative to the best compared isomer or geometry (same formula, charge and spin) (kcal/mol) = 76.4
- SMILES = O=C/C=N/N=C/C=O

Last column: Mulliken charge in e.
Geometry (Å):
O (-3.98907, -0.22395, -0.00902)  -0.448
C (-2.92490, 0.38566, -0.00128)  -0.071
C (-1.62899, -0.31664, 0.00514)  0.077
N (-0.56575, 0.36526, 0.00131)  -0.330
N (0.55863, -0.36724, -0.01531)  -0.324
C (1.63460, 0.31761, -0.00282)  0.061
C (2.94972, -0.37874, -0.01916)  -0.053
O (3.99042, 0.21914, 0.00114)  -0.431
H (-2.91048, 1.49990, -0.07425)  0.343
H (-1.61356, -1.42367, 0.07357)  0.429
H (1.64870, 1.42275, 0.06529)  0.422
H (2.85067, -1.50008, -0.02462)  0.327


A structure of composition C4H4N2O2 at a distorted geometry, computed with ωB97M-V with the def2-TZVPD basis set.

Results
- E (a.u.) = -414.51358
- HOMO energy (eV) = -9.79
- max |F| (eV/Å) = 11.90
- lowest unoccupied orbital energy (eV) = -0.7
- energy relative to the best compared isomer or geometry (same formula, charge and spin) (kcal/mol) = 208.7

Last column: Mulliken charge in e.
Geometry (Å):
C (0.17395, 0.31710, -0.24710)  0.690
C (1.54980, -1.32539, 0.20084)  0.167
C (-0.96442, -0.15305, -0.92006)  -0.065
C (-2.26098, 0.00129, -1.30428)  -0.426
H (-1.59965, 0.98933, 0.67168)  0.109
H (-1.29047, 1.71216, 2.09368)  0.356
H (2.24951, -2.17335, -0.40665)  0.246
H (-3.36056, -0.39022, -1.53031)  0.321
N (-1.05127, 1.89614, 0.78742)  -0.499
N (0.21671, 1.41406, 0.37341)  -0.224
O (1.19848, -0.47349, -0.84371)  -0.201
O (1.15814, -1.57015, 1.42738)  -0.474


A structure of composition C4H4N2O2 at a distorted geometry, computed with ωB97M-V with the def2-TZVPD basis set.

Results
- E (a.u.) = -414.55328
- HOMO energy (eV) = -9.13
- max |F| (eV/Å) = 7.98
- lowest unoccupied orbital energy (eV) = 0.4
- energy relative to the best compared isomer or geometry (same formula, charge and spin) (kcal/mol) = 183.8

Last column: Mulliken charge in e.
Geometry (Å):
C (0.78956, 0.05383, 0.65287)  -0.116
C (-0.70303, -1.20711, 0.01788)  0.538
C (-0.74731, -0.09225, -1.64636)  -0.254
C (0.12205, -0.19984, -0.39457)  0.441
H (1.78968, 1.13329, 1.87575)  0.315
H (0.60072, 2.22022, 1.05129)  0.307
H (-1.69012, 0.66094, -1.21936)  0.203
H (-0.52948, 0.00966, -2.88423)  0.277
N (1.36798, 1.27292, 0.93345)  -0.660
N (-0.31415, -1.65758, 1.18082)  -0.567
O (0.56818, -0.73669, 1.59257)  -0.087
O (-1.25409, -1.45738, -1.16012)  -0.396


A cluster of 3 separate species, C4H4N2O2 in total at a distorted geometry, computed with ωB97M-V with the def2-TZVPD basis set.

Results
- E (a.u.) = -414.66623
- HOMO energy (eV) = -10.02
- max |F| (eV/Å) = 3.10
- lowest unoccupied orbital energy (eV) = 0.4
- energy relative to the best compared isomer or geometry (same formula, charge and spin) (kcal/mol) = 112.9

Last column: Mulliken charge in e.
Geometry (Å):
C (-0.89931, 0.37858, -1.28257)  -0.282
C (-0.07827, -0.26828, -1.83403)  -0.618
C (2.49578, 1.75915, 0.21953)  -0.335
C (-3.06953, 0.01435, 1.06028)  0.715
N (2.19215, -0.66836, 0.51799)  -0.470
N (2.39878, 0.63368, 0.42267)  0.333
O (-2.63705, -1.02650, 1.15518)  -0.319
O (-3.51919, 1.07907, 0.99798)  -0.378
H (-1.33007, 1.19030, -0.80322)  0.524
H (2.88688, -1.15586, 1.10028)  0.258
H (0.35770, -1.15208, -2.17921)  0.365
H (1.20214, -0.78406, 0.62511)  0.208


The molecule C4H4N2O2 at a distorted geometry, computed with ωB97M-V with the def2-TZVPD basis set.

Results
- E (a.u.) = -414.78170
- HOMO energy (eV) = -9.33
- max |F| (eV/Å) = 3.62
- lowest unoccupied orbital energy (eV) = 0.3
- energy relative to the best compared isomer or geometry (same formula, charge and spin) (kcal/mol) = 40.5
- SMILES = O=Cn1nccc1O

Last column: Mulliken charge in e.
Geometry (Å):
O (1.00980, -2.54379, 0.26657)  -0.563
C (1.17491, -1.37973, 0.64958)  0.212
N (0.42881, -0.30740, 0.24156)  0.512
N (0.52746, 0.77217, 1.11327)  -0.917
C (-0.25726, 1.71436, 0.60027)  -0.242
C (-0.94310, 1.22692, -0.55920)  -0.535
C (-0.53152, -0.06879, -0.69487)  0.503
O (-0.90081, -1.02878, -1.50526)  -0.506
H (1.97173, -1.08977, 1.32170)  0.412
H (-0.28422, 2.71426, 0.87562)  0.446
H (-1.48987, 1.85425, -1.30413)  0.320
H (-0.70594, -1.86371, -1.00512)  0.359


A structure of composition C4H4N2O2 at a distorted geometry, computed with ωB97M-V with the def2-TZVPD basis set.

Results
- E (a.u.) = -414.66339
- HOMO energy (eV) = -8.52
- max |F| (eV/Å) = 7.96
- lowest unoccupied orbital energy (eV) = -0.7
- energy relative to the best compared isomer or geometry (same formula, charge and spin) (kcal/mol) = 114.7

Last column: Mulliken charge in e.
Geometry (Å):
C (-1.14742, -0.23072, -0.03021)  0.804
C (-0.95079, 1.13803, -0.26626)  -0.455
C (0.22663, 1.75730, 0.13396)  -0.046
C (1.26550, -0.28324, 0.05966)  0.441
H (-2.32791, -1.67674, 0.72098)  0.469
H (-2.12913, 1.54215, -0.68098)  0.145
H (0.35287, 2.80499, 0.15929)  0.439
H (1.71159, -2.13992, -0.26177)  0.276
N (1.34400, 1.06086, 0.16907)  -0.460
N (2.27886, -1.13329, -0.32082)  -0.597
O (-2.27870, -0.74994, -0.11824)  -0.554
O (-0.13767, -1.03903, 0.33597)  -0.463


The molecule C4H4N2O2S at a distorted geometry, computed with ωB97M-V with the def2-TZVPD basis set.

Results
- E (a.u.) = -812.84332
- HOMO energy (eV) = -9.68
- max |F| (eV/Å) = 7.03
- lowest unoccupied orbital energy (eV) = -0.9
- energy relative to the best compared isomer or geometry (same formula, charge and spin) (kcal/mol) = 116.5
- SMILES = O=[N+]([O-])/C=C/CN=C=S

Last column: Mulliken charge in e.
Geometry (Å):
O (-2.54557, -1.59750, 0.79323)  -0.570
N (-1.39715, -1.95958, 0.56995)  0.924
O (-1.07963, -3.14243, 0.50562)  -0.564
C (-0.41977, -0.91730, 0.32338)  -0.531
C (-0.87611, 0.36252, 0.37895)  -0.258
C (0.09760, 1.48375, -0.02670)  -0.388
N (1.42034, 1.12660, -0.37539)  -0.297
C (2.33153, 0.77168, -1.10009)  0.468
S (3.60058, 0.40053, -1.89927)  -0.389
H (0.52702, -1.35996, 0.13616)  0.448
H (-1.76701, 0.57882, 0.76453)  0.533
H (0.35182, 2.26807, 0.80341)  0.272
H (-0.24365, 1.98480, -0.87377)  0.352


A cluster of 2 separate species, C4H4N2O3 in total at a distorted geometry, computed with ωB97M-V with the def2-TZVPD basis set.

Results
- E (a.u.) = -489.98677
- HOMO energy (eV) = -9.67
- max |F| (eV/Å) = 2.65
- lowest unoccupied orbital energy (eV) = 0.7
- energy relative to the best compared isomer or geometry (same formula, charge and spin) (kcal/mol) = 60.9
- SMILES = Oc1ccon1.N=C=O

Last column: Mulliken charge in e.
Geometry (Å):
O (-0.03484, -0.43189, -1.37413)  -0.462
C (-0.78878, 0.15940, -0.44311)  0.582
C (-2.20020, 0.28677, -0.32112)  -0.522
C (-2.36914, 0.99311, 0.83515)  -0.126
O (-1.11485, 1.30876, 1.35221)  -0.176
N (-0.16698, 0.68818, 0.60950)  -0.280
H (0.90331, -0.35390, -1.26694)  0.351
H (-3.03360, 0.09141, -0.98209)  0.339
H (-3.31331, 1.39767, 1.31269)  0.351
N (2.71983, -0.72538, -0.44720)  -0.428
C (3.14387, -1.43249, 0.42132)  0.435
O (3.68890, -2.17218, 1.13122)  -0.411
H (2.56579, 0.19052, -0.82749)  0.347


The molecule C4H4N2OS at a distorted geometry, computed with ωB97M-V with the def2-TZVPD basis set.

Results
- E (a.u.) = -737.59907
- HOMO energy (spin up / spin down) (eV) = -8.44 / -8.45
- max |F| (eV/Å) = 1.92
- lowest unoccupied orbital energy (spin up / spin down) (eV) = -1.1 / -1.1
- energy relative to the best compared isomer or geometry (same formula, charge and spin) (kcal/mol) = 106.9
- SMILES = C/C=N/n1c(=O)c1=S

Last column: Mulliken charge in e.
Geometry (Å):
C (2.34412, 0.34007, 0.31916)  -0.944
C (1.09844, 0.09125, -0.44402)  0.038
N (-0.02219, 0.16238, 0.15255)  -0.092
N (-1.28352, 0.02638, -0.16526)  -0.167
C (-2.16854, -0.98707, -0.01136)  0.554
O (-2.14807, -2.17965, 0.09796)  -0.591
C (-3.06444, 0.12145, -0.00314)  0.245
S (-3.92402, 1.41120, 0.03492)  -0.297
H (3.00010, 1.01832, -0.22745)  0.289
H (2.87884, -0.60333, 0.45591)  0.266
H (2.11049, 0.75820, 1.29622)  0.276
H (1.17879, -0.15920, -1.50549)  0.423